1.
Molecular formula: C25H37N4O8P2STi
Method: DFT, ωB97M-V/def2-TZVPD

Calculated values
Total charge = +1
E_HOMO = -11.087 eV
Frontier orbital gap = 7.7 eV

Last column: Mulliken charge in e.
Geometry (Å):
O 3.1237 -3.4384 0.2903  -0.5679
H -0.7497 -1.2515 5.9715  0.4303
H 1.4132 4.2159 1.6880  0.4313
H 1.9931 5.2219 0.3682  0.3817
C 1.0065 -0.0700 6.3320  -0.3871
C -4.2210 1.3102 -2.9666  -1.6272
H 0.2626 3.4689 -2.0818  -0.2131
H -2.8904 -1.6647 -0.9941  0.5602
C 1.8886 1.1238 4.4429  -0.3090
H -2.2949 3.9787 -1.8687  0.2481
H 2.6212 1.7867 4.0047  0.5002
H -4.0259 0.3159 -3.3692  0.2796
N -1.0540 -1.7668 -1.9323  0.9411
H 3.9558 -3.2104 0.7278  0.3818
H -3.7115 4.0338 -2.9247  0.4264
H -4.1502 -2.7738 -2.7842  0.5727
C 0.7782 -3.8872 1.7328  1.0262
N 1.5692 1.8188 1.6795  -0.2240
H -2.6302 2.5616 -4.7342  0.4461
C 0.8349 0.9123 2.2113  -0.1608
C 2.3104 3.5653 -1.4433  -1.0604
H -0.4659 -3.0345 -4.9859  0.4130
C 1.1837 -5.3387 1.5043  -1.7980
H 1.4513 -2.3155 -3.8600  0.2779
H 0.4619 -6.0184 1.9608  0.4387
O -0.0272 0.1860 1.5184  -0.0196
C -2.3831 -2.9928 -4.0421  -0.4476
C 1.0963 4.1708 -2.1211  -0.5183
O 0.7248 -3.6122 3.1300  -0.6358
C -2.9073 2.0438 -2.6594  2.1676
C 2.1819 4.3051 0.9249  -0.6008
C -3.2094 3.4567 -2.1462  -1.5957
C -1.5656 0.6532 -0.7938  -0.3876
H 2.7399 1.1898 6.4042  0.4279
H 0.7861 5.1045 -1.6521  0.3396
H 3.6591 5.0997 2.2648  0.3637
O 1.0517 -2.1816 -0.2923  -0.3314
H 4.3422 4.4490 0.7757  0.3367
N 2.0225 3.2059 -0.0498  0.2191
H 2.6404 2.6762 -1.9729  0.4850
H 3.7613 3.3525 2.0357  0.2472
H 2.1493 -5.5047 1.9801  0.4103
H -3.8594 3.4229 -1.2723  0.3619
C -0.3830 -2.1511 -3.0226  0.3009
H 1.0577 -0.3271 7.3815  0.4165
C 1.6722 1.9980 0.3261  0.6666
C -0.0703 -0.2654 4.1960  -0.3333
C -2.3856 -2.0084 -1.8875  -0.3269
N 0.9521 -1.8907 -3.0967  -0.3306
S 1.5937 0.7301 -0.8563  -0.7051
H 1.3218 4.3825 -3.1658  0.4868
H -0.8548 -0.6670 3.5679  0.5821
C -3.0877 -2.6173 -2.8895  -1.3269
H -1.7464 1.1083 -4.2470  0.3067
O 2.2784 -1.6829 1.9671  -0.8064
C 0.8799 0.5914 3.6464  0.8071
C 3.5721 4.2987 1.5319  -1.0490
H -4.7907 1.8748 -3.7062  0.4516
P -0.9374 -3.6090 1.1886  0.9348
C -2.1744 1.2867 -1.6360  0.2996
O -1.8422 -4.3860 2.2143  -0.5591
H 1.4721 -1.8428 -2.2356  0.1070
P 1.8995 -2.6547 0.9219  0.9364
Ti -0.2567 -0.7116 -0.0371  0.1771
C -0.0078 -0.5944 5.5406  -0.8745
H -2.8931 -3.4634 -4.8719  0.4529
C -2.0495 2.1072 -3.9302  -1.3216
H -1.4490 -5.2913 -0.0914  0.3442
C 1.9517 0.7864 5.7836  -0.7583
H -1.1499 2.7054 -3.7751  0.1867
H 1.2848 -5.5742 0.4454  0.3777
O -1.2260 -4.3533 -0.1673  -0.6398
H 3.1515 4.2602 -1.4130  0.3792
H 1.1801 -2.7580 3.2664  0.4235
H -1.6812 -4.1536 3.1418  0.4020
O -1.2753 -2.1428 1.0908  -0.7352
H -4.8316 1.2054 -2.0699  0.3860
C -1.0394 -2.7587 -4.1122  -0.8886

***

2.
Molecular formula: C25H38As3IrN5
Method: DFT, ωB97M-V/def2-TZVPD

Calculated values
Total charge = +4
E_HOMO (spin up / spin down) = -18.867 / -18.867 eV
Frontier orbital gap (spin up / spin down) = 6.1 / 5.9 eV
Multiplicity = 2
Expectation value of S² = 0.7517

Last column: Mulliken charge in e.
Geometry (Å):
H -1.5258 4.1833 -0.1801  0.4600
H 0.2319 -2.6861 -2.1533  0.4843
N -2.6862 -1.0082 -2.7356  -1.1859
N 0.4277 1.4338 -3.0948  0.1603
C 0.8760 -0.9621 1.3755  -1.4566
H 1.9442 2.5768 -6.4624  0.4905
C 1.1946 0.2267 2.2920  1.7952
C 2.1467 2.5486 -4.3249  -1.1243
H 3.1139 -1.6883 -0.7719  0.4958
C -5.5116 -2.4732 0.8642  -0.9385
C 0.1516 -2.5602 -1.0738  -1.2099
H 3.0731 3.1062 -4.2996  0.4718
H 0.4092 2.1867 2.7877  0.7811
H 2.0309 2.3445 -2.1825  0.3294
H -5.8691 -2.3096 1.8736  0.4459
H -0.7957 1.0176 2.3529  0.4859
H -2.5610 0.8479 1.2719  0.5048
H -4.2816 -3.0016 -2.7888  0.5218
C 2.6300 -0.8170 -1.2149  -1.2991
C -6.0459 -3.4774 0.0758  -0.4759
H -1.0252 4.1680 1.5242  0.5100
H 1.3949 4.0950 -0.5954  0.5338
H -0.1031 -1.3714 1.6401  0.5345
H 1.2720 0.5594 4.4450  0.4106
C 0.1953 1.3811 2.0800  -1.7454
C -4.5173 -1.6786 0.3186  0.2498
H 3.7792 -0.0794 5.3596  0.3897
As 4.1715 -0.1858 2.9196  0.6194
As 0.8135 -0.8236 -0.5807  0.4760
H -2.3297 3.0920 0.9571  0.3615
H -0.2035 1.2930 -6.4092  0.5168
H 1.5976 -1.7656 1.5510  0.5229
C 1.5713 2.1218 -3.1328  0.3677
H 0.7622 -3.3162 -0.5787  0.5006
H 5.1757 -2.4173 3.2188  0.4228
C 0.3211 1.5367 -5.4941  -0.8880
H 2.4309 2.7161 -0.1818  0.3718
C 1.5813 3.3128 0.1410  -1.4198
H 5.5123 0.1122 4.9929  0.4304
C -4.0568 -1.8530 -0.9852  0.7068
As -0.0145 2.2401 0.3368  0.3664
H -6.8244 -4.1116 0.4790  0.4568
C 2.6407 0.7635 2.1220  -1.2296
C -2.9263 0.0722 0.6177  -0.3727
H 2.7260 1.7348 2.6152  0.6811
Ir -0.6615 0.7331 -1.4776  0.7575
H 2.9002 0.9180 1.0752  -0.0716
H 4.0079 -2.5020 1.8886  0.3376
H -1.9956 -0.0083 -5.0140  0.5317
C -4.6162 -2.8687 -1.7694  -0.4629
N -3.9272 -0.6401 1.0651  0.0814
N -2.3905 -0.0476 -0.5961  -0.2258
C -5.5976 -3.6764 -1.2332  -0.8471
C -1.3860 0.2824 -4.1636  -0.3228
C -3.0254 -0.9697 -1.4902  0.4116
C -0.1880 1.1302 -4.2838  0.8026
H 2.6320 -0.9327 -2.2984  0.4777
C 4.1843 -2.1067 2.8855  -0.9724
H 4.4157 1.4976 4.7727  0.3847
H -0.8890 -2.6719 -0.7759  0.3529
H 1.6184 -1.1140 3.9713  0.4306
H -4.3256 -0.4104 1.9688  0.3348
C 4.5044 0.4155 4.7088  -0.9878
C 1.5186 2.2583 -5.5195  -0.3773
C -1.3797 3.5537 0.6966  -1.1832
H 3.1687 0.0918 -0.9586  0.3600
H 1.8088 3.7929 1.0922  0.4693
N -1.6662 -0.1185 -2.9705  0.6984
C 1.0085 -0.2370 3.7462  -1.8776
H -6.0315 -4.4654 -1.8322  0.4645
H 3.4422 -2.4727 3.5973  0.4054
H -0.0274 -0.5159 3.9427  0.5170

***

3.
Molecular formula: C25H38CdCl2N2O3P
Method: DFT, ωB97M-V/def2-TZVPD

Calculated values
Total charge = -1
E_HOMO = -4.707 eV
Frontier orbital gap = 7.2 eV

Last column: Mulliken charge in e.
Geometry (Å):
H -3.2331 0.3474 -5.0410  0.3285
H -4.6646 -0.5425 1.0050  0.5545
C -0.0325 -2.5733 -1.5660  -0.2387
H 2.3583 -2.8640 -2.2897  0.2856
C 2.7147 2.3071 0.4028  0.3719
H -0.8520 -0.2497 -2.8230  -0.3922
H -1.3596 1.1486 4.0098  0.3538
H 2.9854 -1.2740 0.1805  0.2774
Cl 1.0342 -1.4691 1.7886  -0.7504
C -1.4626 0.5952 -2.4576  0.7685
H 7.0863 0.6378 -1.8980  0.3578
H 2.2760 3.2369 2.2930  0.3038
C -3.6880 -0.2452 0.6061  -1.2482
N 0.8220 -3.4609 -1.0193  0.4319
H -2.8415 2.7163 -2.0988  0.2536
H -1.5784 -2.5349 2.7931  0.2695
H -2.2879 1.9290 6.1828  0.3499
H 3.4886 1.6225 0.7541  0.4075
H -4.1537 1.9288 -3.0312  0.3050
H 1.1134 -4.1019 0.9467  0.2740
C 2.4138 0.7401 -1.6033  0.1405
C -3.1163 2.2875 -3.0665  -1.0036
H -0.5876 -4.0722 0.3950  0.0710
C 5.1332 -1.4623 -0.0253  -0.8649
H 3.4333 4.1207 1.3008  0.3632
H -3.4251 -0.8498 -0.2720  0.3024
C -5.0425 0.3594 4.9298  -0.5673
C 1.1235 3.0242 -1.4013  -1.5199
C -2.9128 1.3528 5.4979  -0.5361
N -2.2069 1.1945 -3.3963  0.2883
Cd 0.1704 0.4321 0.4211  1.8283
H -5.1554 -0.6569 3.0287  0.2314
H 2.8981 -3.7032 -0.8008  0.3025
H 1.7041 4.1568 0.8999  0.3179
C -2.4249 -2.2827 2.1379  -1.1003
H 0.1056 2.9724 -0.9833  0.1979
O -1.1033 -2.2060 -1.0732  -0.5730
H 7.2710 -1.3342 -0.3604  0.3516
C -2.2344 0.7157 -4.7735  -0.9426
C 3.7807 0.1550 -1.2194  -0.5646
H -3.3774 -2.5685 2.6078  0.4845
H 2.5168 1.1261 -2.6429  0.1872
C 2.1394 -3.6813 -1.5934  -1.0277
H 2.1678 -4.6417 -2.1309  0.3381
P -2.3683 -0.4619 1.8638  0.4402
C -2.3796 0.8950 4.2938  -0.3616
H -3.0486 3.0487 -3.8501  0.3625
H 1.0740 2.8154 -2.4755  0.3530
H -4.6598 1.4225 6.7752  0.3411
O -1.4431 0.9637 -1.2613  -0.6306
H -2.2965 -2.7820 1.1668  0.1325
C -4.2484 1.0775 5.8276  -0.3965
H -1.9769 1.5277 -5.4647  0.3147
Cl -0.7744 2.3568 1.6535  -0.6888
O 1.4414 -0.1932 -1.5439  -0.5206
C 2.0425 2.0378 -0.7357  0.0410
H -1.5078 -0.0939 -4.8801  0.2668
C 6.2911 -0.9095 -0.5930  -0.3646
H -3.6893 0.8163 0.3246  0.1781
C -4.5201 -0.1030 3.7199  -0.4002
H 4.8172 1.5384 -2.4781  0.3655
C 2.5142 3.5167 1.2577  -1.4926
C 6.1913 0.1851 -1.4634  -0.6589
H 1.4868 4.0513 -1.2576  0.4955
C 4.9332 0.6949 -1.7952  -0.2719
H 5.1910 -2.3235 0.6470  0.4140
C 3.8862 -0.8976 -0.3093  0.3862
C 0.4405 -4.2998 0.1049  -0.7658
H 0.5356 -5.3554 -0.1797  0.3413
H 0.3325 -2.1682 -2.5324  0.4445
H -6.0888 0.1539 5.1719  0.3381
C -3.1722 0.1540 3.3990  0.3685

***

The calculation returns the following energy above the lowest of the compared OMol25 structures with the same formula, charge and spin values, one per record and in order: 6.7, 5.5, 0.0 kcal per mole.